# 1
# C16H14ClNO3S2

C16H14ClNO3S2 in the gas phase in a non-equilibrium geometry (ωB97M-V/def2-TZVPD, the OMol25 dataset).

The geometry in ORCA input format:
```
! wB97M-V def2-TZVPD RIJCOSX def2/J DEFGRID3
* xyz 0 1
O 1.5912 0.5607 0.9256
O 1.3398 -0.9231 -1.9663
Cl -1.8387 5.0037 -2.0849
O 2.3489 -1.5486 1.5678
S -2.1963 -2.5028 1.1104
S -3.4125 -1.0463 -1.2189
C 1.4234 -0.6433 1.1214
C 0.5543 -0.0212 -2.1289
C -2.0018 -1.4634 -0.2660
C 0.0650 -1.2023 0.8636
C -0.7898 -0.8257 -0.2673
C -0.6040 -2.0894 1.6848
C -3.6195 2.8829 -2.1080
C -3.9725 1.5470 -1.9314
C -1.2813 2.3873 -1.7004
C -2.3125 3.3247 -1.9753
C -2.9452 0.6176 -1.6092
C -1.6173 1.0450 -1.5643
N -0.5601 0.1310 -1.2948
C 0.7972 0.8005 -3.3691
C -0.1657 -2.6299 3.0187
C 3.6224 -0.7330 3.4712
C 3.6208 -1.0113 1.9407
H -4.3529 3.6425 -2.3652
H -4.9579 1.2203 -2.1376
H -0.2734 2.7789 -1.5810
H -0.1379 0.9435 -3.9075
H 1.5064 0.2315 -3.9869
H 1.1828 1.8098 -3.1112
H 0.7898 -2.2469 3.3617
H -0.0834 -3.7452 2.9084
H -0.8784 -2.3660 3.7876
H 3.2978 -1.5909 4.0500
H 2.9793 0.1079 3.6981
H 4.5776 -0.5192 3.8938
H 3.9428 -0.1327 1.4060
H 4.3614 -1.7938 1.7643
*
```

Relative energy (zero: lowest compared OMol25 entry of this formula, charge and spin) in kcal per mole: 0.0
SMILES: CCOC(=O)c1c(C)sc2c1N(C(C)=O)c1cc(Cl)ccc1S2
Largest force on an atom in eV/Å: 2.45
LUMO energy in eV: 0.6

Atom charges from the Löwdin analysis, given in e for atoms 1 to 4:
1. O 0.107
2. O 0.089
3. Cl 0.659
4. O -0.001



# 2
# C16H14ClNO4S

C16H14ClNO4S in the gas phase in a non-equilibrium geometry (ωB97M-V/def2-TZVPD, the OMol25 dataset).

The geometry in ORCA input format:
```
! wB97M-V def2-TZVPD RIJCOSX def2/J DEFGRID3
* xyz 0 1
C 3.7808 -1.7235 0.6410
C 2.3805 -2.1548 0.9478
C 1.3056 -1.4246 0.4614
C -0.0076 -1.7962 0.7297
C -0.2498 -2.9441 1.4817
C 0.8155 -3.6801 1.9651
C 2.1189 -3.2860 1.7096
H 2.9397 -3.8702 2.1002
H 0.6302 -4.5718 2.5459
H -1.2561 -3.2859 1.6738
C -1.0770 -0.9345 0.1672
O -0.8615 -0.0950 -0.6927
N -2.3368 -1.1247 0.6370
H -2.4913 -1.6273 1.4938
C -3.3799 -0.2582 0.1340
C -2.8705 1.1839 0.1175
O -2.3644 1.7208 1.0685
O -3.1300 1.7667 -1.0460
C -2.6546 3.0937 -1.2588
C -1.4137 3.0347 -2.1641
O -1.5031 3.2638 -3.3499
C -0.1611 2.6699 -1.5325
C 0.9844 2.3135 -2.2116
C 2.0629 2.0227 -1.3736
C 1.7308 2.1805 -0.0531
S 0.0947 2.6508 0.1822
Cl 2.7680 1.9440 1.2802
H 3.0360 1.7144 -1.7094
H 1.0130 2.2578 -3.2846
H -3.4501 3.6296 -1.7820
H -2.4255 3.5639 -0.2964
H -4.2528 -0.3227 0.7838
H -3.6494 -0.5401 -0.8884
H 1.4719 -0.5471 -0.1455
H 4.5053 -2.3533 1.1506
H 3.9632 -1.7797 -0.4315
H 3.9337 -0.6908 0.9490
*
```

Relative energy (zero: lowest compared OMol25 entry of this formula, charge and spin) in kcal per mole: 4.8
SMILES: Cc1cccc(C(=O)NCC(=O)OCC(=O)c2ccc(Cl)s2)c1
Largest force on an atom in eV/Å: 1.01
LUMO energy in eV: 0.1

Atom charges from the Löwdin analysis, given in e for atoms 1 to 4:
1. C -0.045
2. C -0.257
3. C 0.027
4. C -0.114



# 3
# C16H14N2OS

C16H14N2OS in the gas phase (ωB97M-V/def2-TZVPD, the OMol25 dataset).

The geometry in ORCA input format:
```
! wB97M-V def2-TZVPD RIJCOSX def2/J DEFGRID3
* xyz 0 1
O 1.5547 -3.0344 -1.1107
C 1.6059 -1.8343 -1.1766
N 0.5273 -1.0158 -1.3192
C 0.7283 0.3493 -1.4787
N -0.1272 1.2597 -1.5989
C -1.4941 1.1095 -1.4345
C -2.3429 1.7026 -2.3684
C -3.7116 1.6324 -2.2014
C -4.2521 0.9937 -1.0963
C -3.4123 0.4244 -0.1539
C -2.0410 0.4714 -0.3194
H -1.3841 0.0509 0.4302
H -3.8261 -0.0642 0.7163
H -5.3227 0.9473 -0.9660
H -4.3627 2.0848 -2.9348
H -1.9096 2.2007 -3.2217
S 2.4473 0.6756 -1.6006
C 2.8733 -1.0074 -1.0386
H 3.6687 -1.4023 -1.6720
C 3.3131 -1.0206 0.4399
C 2.1876 -0.5639 1.3278
C 1.9990 0.7876 1.5893
C 0.9109 1.2147 2.3303
C 0.0026 0.2943 2.8237
C 0.1917 -1.0565 2.5807
C 1.2766 -1.4831 1.8353
H 1.4150 -2.5369 1.6397
H -0.5104 -1.7806 2.9678
H -0.8501 0.6275 3.3966
H 0.7702 2.2685 2.5174
H 2.7044 1.5102 1.2063
H 4.1810 -0.3689 0.5509
H 3.6011 -2.0442 0.6888
H -0.4117 -1.3920 -1.3492
*
```

Relative energy (zero: lowest compared OMol25 entry of this formula, charge and spin) in kcal per mole: 7.1
SMILES: O=C1N/C(=N\c2ccccc2)S[C@H]1Cc1ccccc1
Largest force on an atom in eV/Å: 0.92
LUMO energy in eV: 0.5

Atom charges from the Löwdin analysis, given in e for atoms 1 to 4:
1. O 0.106
2. C -0.513
3. N 0.149
4. C -0.624



# 4
# C16H14N3O3SV

A molecular structure, C16H14N3O3SV (ωB97M-V/def2-TZVPD, the OMol25 dataset).

The geometry in ORCA input format:
```
! wB97M-V def2-TZVPD RIJCOSX def2/J DEFGRID3
* xyz -1 2
V -0.0705 0.1889 -0.6518
O -0.0557 -1.5731 -1.4575
C -0.6761 -2.6950 -1.3691
C -0.3643 -3.7476 -2.2715
C -1.0046 -4.9573 -2.2038
C -2.0013 -5.2058 -1.2444
C -2.3269 -4.2033 -0.3658
C -1.6849 -2.9530 -0.3993
C -2.1029 -1.9461 0.5327
N -1.5954 -0.7727 0.6469
C -2.1911 0.1312 1.6225
C -2.1314 1.5379 1.0352
N -0.7614 1.6964 0.5980
C -0.0460 2.6721 1.0482
C 1.3811 2.7361 0.9595
C 2.0296 3.9380 1.2990
C 3.3974 4.0438 1.3215
C 4.1633 2.9058 1.0137
C 3.5661 1.7131 0.6998
C 2.1524 1.5730 0.6473
O 1.6318 0.4234 0.3895
H 0.3999 -3.5496 -3.0117
H -0.7383 -5.7375 -2.9081
H -2.5015 -6.1642 -1.2044
H -3.0973 -4.3650 0.3821
H -2.9410 -2.2277 1.1824
H -1.5801 0.1122 2.5305
H -3.2151 -0.1648 1.8774
H -2.4214 2.2853 1.7834
H -2.8098 1.6093 0.1806
H -0.5464 3.4863 1.5825
H 1.4146 4.7994 1.5425
H 3.8778 4.9813 1.5697
H 5.2456 2.9746 1.0123
H 4.1528 0.8381 0.4500
O 1.6269 1.9578 -4.1495
S 1.2839 2.3471 -2.7508
N 0.5402 1.3116 -1.9196
*
```

Relative energy (zero: lowest compared OMol25 entry of this formula, charge and spin) in kcal per mole: 0.0
Largest force on an atom in eV/Å: 0.68
Expectation value of S²: 0.8382
LUMO energy (alpha / beta) in eV: 2.8 / 2.7

Atom charges from the Löwdin analysis, given in e for atoms 1 to 4:
1. V 0.798
2. O -0.142
3. C -0.338
4. C -0.011



# 5
# C16H14N3O5P

2 unconnected molecules or ions with the total composition C16H14N3O5P in a non-equilibrium geometry (ωB97M-V/def2-TZVPD, the OMol25 dataset).

The geometry in ORCA input format:
```
! wB97M-V def2-TZVPD RIJCOSX def2/J DEFGRID3
* xyz -2 1
C -4.1040 -4.7210 0.3443
C -3.7693 -3.5491 -0.6412
O -3.4280 -2.3432 0.0598
C -2.0824 -2.0272 -0.0193
C -1.7041 -1.1268 -0.9813
C -0.3063 -0.7496 -1.0610
P 0.2129 0.4908 -2.3337
N -0.2512 1.9041 -1.8356
C 0.6095 -1.2837 -0.1872
C 0.2416 -2.2445 0.8185
N 1.2249 -2.7110 1.6458
C 0.7267 -3.5513 2.5310
C -0.6433 -3.9609 2.6211
N -1.5901 -3.5000 1.8264
C -1.1269 -2.6098 0.9013
H -3.4678 -5.6004 0.1390
H -3.9255 -4.3856 1.3764
H -5.1560 -5.0472 0.2551
H -4.7003 -3.3482 -1.2040
H -2.9461 -3.8308 -1.3165
H -2.4221 -0.6921 -1.6825
H -0.3593 0.1448 -3.5954
H 1.6318 0.4228 -2.4435
H -0.8802 2.3475 -2.5007
H 1.6466 -0.9312 -0.2873
H 1.4304 -3.9781 3.2629
H -0.9459 -4.6753 3.3986
C 2.1142 4.2879 -0.5908
C 3.1408 3.6224 0.0573
C 4.1099 4.5480 0.8282
O 5.0417 4.1145 1.5246
C 3.9179 5.9736 0.7201
C 2.8964 6.6424 0.0573
C 1.8667 5.7089 -0.6243
O 0.8515 6.1336 -1.1957
O 2.7320 7.8834 -0.0349
O 3.3493 2.3781 0.0801
H 1.3838 3.7094 -1.1467
H 4.6799 6.5550 1.2338
*
```

Largest force on an atom in eV/Å: 2.23
LUMO energy in eV: 2.9

Atom charges from the Löwdin analysis, given in e for atoms 1 to 4:
1. C -0.089
2. C -0.224
3. O -0.087
4. C -0.231



# 6
# C16H14N3O5PS

2 unconnected molecules or ions with the total composition C16H14N3O5PS in a non-equilibrium geometry (ωB97M-V/def2-TZVPD, the OMol25 dataset).

The geometry in ORCA input format:
```
! wB97M-V def2-TZVPD RIJCOSX def2/J DEFGRID3
* xyz 0 1
O 7.3945 -1.7407 0.0195
C 7.6806 -1.7325 -1.2849
C 7.1930 -0.6243 -2.3904
C 5.5860 -0.3000 -2.3904
C 5.0394 0.7200 -3.5893
C 3.4493 1.1195 -3.6500
C 2.3566 0.5441 -2.5317
N 0.9338 1.0021 -2.6839
C 0.0459 0.4327 -1.6138
P -1.8152 0.9719 -1.6445
O -2.2816 1.0706 -3.3549
O -1.8254 2.6475 -1.0654
S -2.9908 -0.2083 -0.6352
C 0.5733 -0.5969 -0.4697
N 1.9853 -1.0816 -0.2937
C 2.8524 -0.4556 -1.3489
C 4.4726 -0.8547 -1.3226
H 8.4081 -2.5910 -1.6829
H 7.7597 0.4015 -2.2419
H 7.4647 -1.0041 -3.4891
H 5.8066 1.1411 -4.3675
H 3.0650 1.8479 -4.5135
H -2.7790 1.9283 -3.5278
H -0.9083 3.0386 -1.2883
H -0.2300 -0.9875 0.3180
H 4.8341 -1.5977 -0.4667
C -5.7066 1.3173 4.7274
C -4.7938 1.4197 3.6765
C -4.4811 0.2960 2.9091
C -5.0948 -0.9299 3.2013
C -6.0057 -1.0372 4.2605
C -6.3084 0.0929 5.0228
N -4.7895 -2.1090 2.3822
O -3.9641 -1.9779 1.4661
O -5.3774 -3.1665 2.6507
H -5.9515 2.1975 5.3194
H -4.3278 2.3772 3.4534
H -3.7677 0.3923 2.0935
H -6.4856 -1.9835 4.5014
H -7.0165 0.0204 5.8452
*
```

SMILES: O=CCc1ccc2nc(P(O)(O)=S)cnc2c1.O=[N+]([O-])c1ccccc1
Largest force on an atom in eV/Å: 8.17
LUMO energy in eV: -1.7

Atom charges from the Löwdin analysis, given in e for atoms 1 to 4:
1. O -0.075
2. C -0.141
3. C -0.148
4. C -0.136



# 7
# C16H14O3

C16H14O3 in the gas phase (ωB97M-V/def2-TZVPD, the OMol25 dataset).

The geometry in ORCA input format:
```
! wB97M-V def2-TZVPD RIJCOSX def2/J DEFGRID3
* xyz 0 1
C -1.9659 -0.5776 -2.3287
C -2.0000 -1.3505 -1.2597
C -1.3000 -1.0860 0.0497
C -0.7881 0.3241 0.1226
C 0.4731 0.6844 -0.1459
C 0.9604 2.0626 -0.1055
O 2.1230 2.3309 -0.3525
C -0.0617 3.0999 0.2388
C -1.3373 2.7273 0.5034
C -1.7970 1.3552 0.5110
O -2.9317 1.0434 0.8309
H -2.0660 3.4829 0.7579
O 0.2186 4.4077 0.3001
C 1.5198 4.9178 0.0761
H 1.8720 4.6957 -0.9341
H 2.2387 4.5201 0.7952
H 1.4223 5.9948 0.2056
H 1.2216 -0.0465 -0.4210
C -0.2093 -2.0974 0.3236
C 0.2039 -2.3085 1.6340
C 1.2156 -3.2089 1.9163
C 1.8218 -3.9133 0.8903
C 1.4213 -3.7024 -0.4176
C 0.4145 -2.7963 -0.7011
H 0.1127 -2.6255 -1.7241
H 1.8978 -4.2467 -1.2208
H 2.6089 -4.6229 1.1042
H 1.5256 -3.3633 2.9385
H -0.2714 -1.7613 2.4364
H -2.0648 -1.1773 0.8336
H -2.5609 -2.2756 -1.2714
H -2.5031 -0.8347 -3.2258
H -1.4144 0.3477 -2.3601
*
```

Relative energy (zero: lowest compared OMol25 entry of this formula, charge and spin) in kcal per mole: 0.0
SMILES: C=C[C@H](C1=CC(=O)C(OC)=CC1=O)c1ccccc1
Largest force on an atom in eV/Å: 0.87
LUMO energy in eV: -1.4

Atom charges from the Löwdin analysis, given in e for atoms 1 to 4:
1. C 0.039
2. C -0.130
3. C -0.235
4. C -0.105



# 8
# C16H14OS

C16H14OS in the gas phase in a non-equilibrium geometry (ωB97M-V/def2-TZVPD, the OMol25 dataset).

The geometry in ORCA input format:
```
! wB97M-V def2-TZVPD RIJCOSX def2/J DEFGRID3
* xyz 0 1
O -0.5288 1.5054 2.1662
S -1.6359 -1.4452 2.2884
C -0.3022 0.7476 1.0874
C -0.6450 -0.6260 1.0365
C 1.6431 2.8289 -2.0951
C 0.5692 -3.3563 -2.1087
C 2.0723 2.9640 -0.7724
C 0.5958 1.9670 -2.4000
C 1.4202 -2.3831 -1.6558
C -0.6983 -3.5054 -1.4723
C 1.4428 2.2857 0.2435
C -0.0830 1.2946 -1.3980
C 1.0362 -1.5393 -0.6167
C -1.0920 -2.6368 -0.4475
C 0.3810 1.4376 -0.0436
C -0.2459 -1.5827 -0.0417
C -1.7624 1.2620 2.8739
C -1.7747 -0.1062 3.5352
H 2.1823 3.4357 -2.8374
H 0.8276 -3.9597 -2.9478
H 2.8836 3.6493 -0.5625
H 0.2564 1.8433 -3.4234
H 2.3560 -2.2158 -2.1382
H -1.3975 -4.2777 -1.8349
H 1.7634 2.4579 1.2574
H -0.8902 0.6159 -1.5838
H 1.7501 -0.7833 -0.2781
H -2.0510 -2.7955 0.0293
H -2.5746 1.3431 2.1685
H -1.8791 1.9776 3.6558
H -2.7120 -0.2273 4.0767
H -0.9077 -0.1755 4.2388
*
```

Relative energy (zero: lowest compared OMol25 entry of this formula, charge and spin) in kcal per mole: 10.2
SMILES: c1ccc(C2=C(c3ccccc3)SCCO2)cc1
Largest force on an atom in eV/Å: 4.45
LUMO energy in eV: 0.5

Atom charges from the Löwdin analysis, given in e for atoms 1 to 4:
1. O -0.047
2. S 0.948
3. C -0.253
4. C -0.376